152
Properties=species:S:1:pos:R:3:forces:R:3:mulliken_charge:R:1 method="wB97M-V/def2-TZVPD" homo_lumo_gap_ev=6.519 total_charge=+1 max_force_ev_per_a=4.49 spin_multiplicity=1 energy_ev=-107639.963 lumo_energy_ev=-4.6
Be 2.678 2.666 -1.987 -1.7 -3.8 1.8 1.12
C 1.148 0.159 -0.047 0.4 -1.5 -2.2 -0.16
O -0.206 0.176 -0.453 -0.9 1.1 0.5 0.98
O 1.862 0.701 -1.072 1.2 2.3 -0.1 0.12
C 1.454 0.578 1.398 -0.7 -0.3 -0.9 -0.16
F 0.881 -0.282 2.262 0.2 0.2 0.2 0.01
F 2.773 0.528 1.597 0.0 0.1 0.3 -0.30
F 1.000 1.804 1.694 0.0 0.1 0.4 -0.14
C -1.202 -0.389 0.372 -0.7 -0.6 0.8 0.31
C -2.529 -0.518 -0.380 0.6 0.2 0.8 -1.03
H -3.261 -0.896 0.336 0.1 -0.5 -0.1 -0.14
H -2.977 0.428 -0.687 0.4 0.1 -0.5 0.36
H -2.328 -1.237 -1.171 -0.6 0.2 -0.4 0.14
H -1.346 0.133 1.325 0.1 0.5 -0.3 -0.25
H -0.950 -1.402 0.709 0.4 -0.1 -0.3 -0.11
H 1.387 -0.924 -0.069 0.3 -0.1 0.6 -0.17
C 2.904 -0.633 -5.237 1.0 -0.6 -0.3 -0.70
C 4.194 0.210 -5.416 -1.6 0.9 -0.7 -0.54
C 3.630 1.555 -4.953 0.8 0.4 0.1 -0.93
O 2.925 1.199 -3.761 0.6 1.4 0.8 0.41
C 2.167 0.017 -4.081 -0.4 -0.1 0.2 0.14
H 3.135 -1.686 -5.077 -0.1 0.0 0.2 0.31
H 2.309 -0.590 -6.149 0.0 0.1 0.0 0.43
H 4.440 0.286 -6.473 0.5 -0.3 0.1 0.45
H 5.022 -0.088 -4.781 0.0 -0.2 -0.2 0.17
H 2.978 2.067 -5.671 -0.3 -0.6 -0.2 0.30
H 4.385 2.321 -4.752 0.1 -0.3 0.5 0.38
H 1.175 0.303 -4.436 -0.1 0.1 0.4 -0.12
H 2.102 -0.565 -3.165 -0.1 0.1 0.0 -0.19
C 6.261 -0.255 -0.807 0.7 0.3 0.8 -0.87
C 7.087 0.672 -1.697 -0.4 0.3 -0.2 -0.58
C 5.978 1.500 -2.324 0.0 -0.2 -0.7 0.42
O 4.954 1.684 -1.341 -0.2 0.3 -0.8 -0.19
C 5.013 0.570 -0.421 0.7 -0.8 -0.7 0.48
H 6.773 -0.522 0.119 0.2 0.0 -0.1 0.43
H 6.044 -1.205 -1.293 -0.3 0.2 -0.2 0.28
H 7.618 0.180 -2.512 0.2 -0.2 0.2 0.39
H 7.797 1.294 -1.153 -0.1 0.0 0.1 0.24
H 5.568 0.922 -3.158 -0.1 0.1 0.0 -0.79
H 6.315 2.454 -2.735 -0.2 0.2 0.3 0.38
H 4.193 -0.130 -0.559 -0.7 0.7 0.4 -0.50
H 5.111 1.021 0.562 -0.3 -0.3 0.1 0.27
C 4.168 5.763 0.923 0.9 0.4 0.2 -0.21
C 3.715 4.822 2.050 0.6 0.4 0.2 -0.68
C 3.310 3.528 1.319 -0.4 1.6 0.3 0.42
O 3.837 3.708 0.009 -0.6 -0.9 -2.2 0.00
C 4.825 4.751 -0.025 -0.7 -0.1 -0.1 -0.61
H 4.815 6.591 1.220 0.4 -0.5 0.4 0.49
H 3.315 6.342 0.560 -0.1 -0.7 -0.8 -0.21
H 2.869 5.272 2.565 0.1 -0.2 0.3 0.42
H 4.566 4.687 2.717 -0.2 -0.1 0.2 0.28
H 2.225 3.582 1.285 0.1 -0.5 -0.4 -0.67
H 3.628 2.578 1.735 0.2 0.2 0.1 0.21
H 5.046 5.053 -1.051 -0.7 0.2 -0.1 0.35
H 5.777 4.285 0.252 0.0 0.5 0.9 0.29
C -1.456 2.935 4.454 0.4 -1.0 -0.6 -0.47
C -2.771 3.555 4.869 0.4 0.3 -0.2 -0.70
C -3.556 2.299 5.205 -0.9 0.8 -1.1 -0.59
O -3.125 1.335 4.255 0.4 -1.0 -0.2 -0.38
C -1.915 1.745 3.573 -0.7 0.6 1.4 0.90
H -1.024 2.440 5.328 0.4 0.3 0.0 0.25
H -0.706 3.514 3.916 -0.1 0.4 0.3 0.38
H -3.150 4.058 3.975 -0.5 0.0 0.2 0.22
H -2.776 4.276 5.685 0.3 0.0 0.0 0.43
H -4.606 2.522 4.997 -0.1 -0.4 0.2 0.30
H -3.477 1.951 6.237 0.4 0.0 0.0 0.33
H -2.214 1.945 2.543 0.2 0.4 0.0 -0.48
H -1.133 0.985 3.579 -0.3 -0.3 0.1 -0.30
C -5.792 -4.571 5.505 -0.7 -0.1 1.1 -0.74
O -5.189 -3.717 4.552 0.5 -0.2 -0.2 -0.18
C -6.010 -2.860 3.949 -0.9 0.7 -0.5 0.51
O -7.187 -2.691 4.132 0.0 -0.4 0.4 -0.57
O -5.308 -2.185 3.057 2.2 0.1 -0.2 -0.03
C -5.872 -1.241 2.176 -1.5 -0.6 -0.7 -0.20
H -6.053 -3.991 6.394 -0.4 0.1 -0.2 0.30
H -5.129 -5.337 5.903 0.6 0.2 -0.7 0.24
H -6.666 -5.076 5.098 -0.1 0.2 0.0 0.31
H -6.371 -0.421 2.689 0.0 0.0 0.1 0.38
H -6.574 -1.779 1.532 -0.4 0.2 0.2 0.35
H -5.161 -0.867 1.444 0.7 -0.1 0.7 -0.31
C 1.179 -8.084 -1.973 0.9 -0.1 1.1 -0.76
O 0.698 -6.857 -2.498 -0.6 -0.2 -0.6 -0.35
C 1.359 -5.732 -2.272 0.3 -0.2 1.1 0.91
O 2.316 -5.584 -1.555 0.1 -0.1 -0.2 -0.62
O 0.727 -4.758 -2.907 -0.5 0.5 -0.6 -0.34
C 1.227 -3.443 -2.703 0.2 0.5 0.5 -0.47
H 1.988 -7.896 -1.265 0.2 0.1 -0.3 0.35
H 1.540 -8.730 -2.769 -0.2 0.1 -0.1 0.28
H 0.427 -8.585 -1.366 -0.4 0.2 -0.4 0.27
H 0.730 -2.760 -3.388 0.0 -0.4 -0.4 0.29
H 2.310 -3.415 -2.816 0.0 0.0 -0.2 0.39
H 0.996 -3.048 -1.711 -0.1 -0.4 0.2 0.09
C -5.967 0.078 -2.018 -1.6 -0.4 0.5 -0.59
O -5.445 -0.972 -2.825 0.5 -0.1 -0.3 -0.34
C -5.583 -2.229 -2.385 0.6 0.3 0.7 0.98
O -5.919 -2.528 -1.269 -0.3 -0.3 -0.1 -0.54
O -5.177 -3.053 -3.338 0.4 0.1 -0.6 -0.31
C -5.367 -4.451 -3.136 -1.0 -0.4 0.7 -0.67
H -6.274 -0.241 -1.020 0.6 -0.4 0.1 0.18
H -6.937 0.310 -2.463 0.3 0.7 -0.2 0.33
H -5.297 0.926 -1.930 0.2 -0.1 -0.4 0.21
H -6.441 -4.625 -3.038 0.0 -0.1 -0.2 0.34
H -4.941 -4.828 -2.208 0.3 0.3 0.0 0.26
H -4.980 -5.009 -3.981 0.1 0.4 -0.1 0.24
C -2.783 -4.048 -1.056 -0.8 -1.0 -0.8 -1.00
O -1.500 -3.825 -0.549 1.0 0.8 0.0 -0.12
C -0.928 -4.611 0.380 -1.2 0.1 -0.3 0.40
O -1.340 -5.677 0.735 0.2 -0.1 0.2 -0.58
O 0.120 -3.941 0.830 0.4 0.3 0.1 0.16
C 0.643 -4.345 2.083 0.5 -1.1 1.1 -0.84
H -3.178 -5.025 -0.775 0.0 0.2 0.5 0.46
H -2.765 -4.088 -2.149 0.5 0.2 0.0 0.42
H -3.453 -3.232 -0.790 0.0 -0.1 0.4 0.18
H 0.863 -5.413 2.157 0.0 -0.1 -0.6 0.36
H -0.028 -4.180 2.926 -0.2 0.5 -0.3 0.26
H 1.585 -3.836 2.266 -0.1 0.3 -0.3 0.24
C 0.812 4.873 -5.082 0.0 -0.2 1.2 -0.34
O -0.285 3.965 -4.933 -0.3 -0.2 -1.0 -0.46
C -0.182 2.960 -4.088 0.1 -0.1 0.2 0.54
O 0.797 2.667 -3.426 0.8 0.6 0.6 0.04
O -1.305 2.285 -4.068 -0.4 0.6 0.1 -0.38
C -1.435 1.271 -3.066 0.7 -1.5 -0.3 0.31
H 0.553 5.627 -5.816 -0.3 -0.1 0.1 0.28
H 1.751 4.407 -5.378 -0.2 -0.3 0.0 0.15
H 0.887 5.278 -4.070 0.6 0.6 -0.3 0.00
H -2.367 0.755 -3.272 -0.1 0.3 0.1 0.28
H -1.328 1.562 -2.027 -0.2 0.6 -0.2 -0.42
H -0.625 0.551 -3.199 -0.1 0.0 0.0 0.03
C 1.351 6.735 -1.521 -0.4 0.2 -0.1 -0.67
O 0.264 6.193 -0.767 0.0 0.1 0.1 -0.43
C 0.143 4.884 -0.605 0.2 0.3 0.5 0.53
O 0.992 4.050 -0.852 0.4 -0.5 -0.6 0.35
O -1.026 4.678 -0.044 -0.1 0.3 0.0 -0.50
C -1.437 3.370 0.314 -0.8 -1.0 -0.3 0.24
H 0.882 7.092 -2.438 0.5 -0.2 -0.3 0.31
H 2.143 6.003 -1.655 0.0 0.0 -0.2 0.18
H 1.732 7.615 -1.008 0.0 -0.2 0.3 0.28
H -1.531 2.726 -0.559 0.6 0.0 0.0 -0.28
H -2.467 3.430 0.662 0.1 0.5 0.3 0.33
H -0.826 2.896 1.075 0.2 0.2 -0.1 -0.17
C -2.127 -1.318 6.046 -0.4 0.2 -1.6 -0.57
O -0.742 -0.962 5.939 -0.4 0.6 0.9 -0.37
C 0.067 -1.888 5.483 0.6 -0.2 0.2 0.98
O -0.233 -2.993 5.111 -0.1 0.0 -0.2 -0.60
O 1.309 -1.388 5.549 0.2 0.0 -0.5 -0.40
C 2.316 -2.195 4.897 -0.5 -0.2 1.3 -0.41
H -2.463 -1.390 5.009 -0.3 -0.5 0.1 0.23
H -2.690 -0.474 6.430 0.4 0.0 0.5 0.15
H -2.316 -2.249 6.571 0.3 0.0 0.2 0.39
H 2.179 -3.210 5.269 0.0 -0.2 -0.6 0.36
H 3.263 -1.862 5.311 0.1 0.3 -0.4 0.24
H 2.203 -2.097 3.822 0.3 -0.1 0.0 -0.01

---

109
Properties=species:S:1:pos:R:3:forces:R:3:mulliken_charge:R:1 method="wB97M-V/def2-TZVPD" homo_lumo_gap_ev=7.799 max_force_ev_per_a=1.90 spin_multiplicity=1 energy_ev=-151567.256 lumo_energy_ev=-1.4
H -1.283 0.889 0.733 0.1 0.1 0.1 0.28
N -1.494 0.869 -0.260 0.0 0.0 0.2 -0.53
C -2.480 0.111 -0.475 0.2 0.2 -0.2 -0.03
C -2.959 -0.080 -1.892 0.1 -0.1 0.3 -1.76
C -1.879 -0.737 -2.695 -0.5 -0.1 0.2 -0.15
C -1.711 -2.054 -2.835 0.6 0.1 0.4 1.50
P -2.807 -3.363 -2.153 -0.5 -0.5 -0.7 -0.30
O -3.352 -2.785 -0.729 0.1 0.1 0.1 -0.12
Cl -1.380 -4.702 -1.489 0.0 0.2 0.2 -0.23
C -0.594 -2.532 -3.702 -0.4 -0.2 -0.3 0.54
O -0.615 -3.643 -4.185 0.0 -0.2 0.0 -0.62
C 0.494 -1.605 -4.004 0.6 -0.4 0.1 0.22
N 1.706 -2.182 -4.531 -0.6 0.2 -1.8 -0.60
C 1.639 -2.403 -5.745 0.1 0.0 1.6 0.46
S 1.512 -2.712 -7.257 0.2 -0.1 -0.2 -0.39
C 0.359 -0.292 -3.842 0.1 0.3 0.1 0.12
N 1.316 0.650 -4.154 0.2 -0.2 0.6 -0.50
C -0.946 0.215 -3.356 -0.1 0.4 -0.3 0.33
O -1.247 1.375 -3.523 0.1 0.0 0.1 -0.60
H -2.988 -0.437 0.311 -0.2 -0.1 0.2 0.42
H -3.131 0.907 -2.287 -0.1 0.3 -0.3 0.54
H -3.875 -0.643 -1.918 -0.3 -0.2 0.0 0.43
H -2.724 -2.851 0.000 0.2 0.1 0.0 0.29
H 2.233 0.250 -3.994 0.2 0.0 -0.4 0.37
H 1.232 1.435 -3.522 -0.2 0.4 -0.2 0.27
C 4.945 0.862 1.165 -0.4 -0.1 0.2 -0.83
C 5.147 -0.170 0.084 0.5 0.3 0.2 -0.32
O 4.006 -1.056 0.014 0.0 -0.1 -0.1 -0.29
C 2.970 -0.577 -0.638 0.3 0.0 0.1 0.25
O 2.892 0.485 -1.185 -0.2 0.2 -0.2 -0.56
C 1.825 -1.602 -0.665 -0.1 -0.1 0.1 0.88
F 1.599 -2.145 0.533 0.0 0.1 0.1 -0.21
F 2.113 -2.592 -1.514 0.1 -0.1 -0.1 -0.30
F 0.710 -1.006 -1.076 -0.1 0.0 0.2 0.00
H 4.737 0.371 2.116 0.1 0.0 0.0 0.18
H 5.826 1.484 1.274 0.1 0.0 0.0 0.37
H 4.096 1.505 0.937 0.0 0.1 -0.1 0.26
H 6.003 -0.799 0.311 -0.2 -0.2 0.0 0.39
H 5.326 0.286 -0.889 -0.2 0.0 -0.1 0.29
C 3.664 -1.647 6.880 -0.1 0.3 -0.1 -1.12
C 2.651 -2.458 6.103 0.3 -0.3 0.3 -0.23
O 1.652 -1.610 5.492 -0.1 -0.1 0.1 -0.27
C 2.018 -1.019 4.371 0.0 -0.2 0.2 0.25
O 3.071 -1.120 3.822 0.3 0.1 -0.3 -0.50
C 0.852 -0.186 3.813 -0.1 0.0 -0.1 0.98
F 0.278 0.551 4.763 -0.1 0.1 0.1 -0.28
F -0.084 -0.996 3.294 0.0 0.0 0.0 -0.26
F 1.273 0.625 2.850 0.1 0.1 -0.1 -0.22
H 3.164 -1.019 7.617 0.0 -0.1 0.1 0.32
H 4.358 -2.309 7.395 0.0 0.0 0.0 0.37
H 4.234 -0.993 6.222 0.0 -0.1 0.0 0.31
H 2.103 -3.118 6.768 -0.2 0.1 0.0 0.34
H 3.125 -3.075 5.342 0.0 0.1 -0.1 0.29
C -5.677 -2.013 2.051 0.3 0.2 0.2 -1.05
C -6.215 -2.951 3.110 -0.4 0.0 -0.5 -0.32
O -5.241 -3.237 4.133 0.1 -0.1 0.0 -0.33
C -5.122 -2.319 5.074 -0.2 -0.2 -0.2 0.37
O -5.729 -1.295 5.161 0.0 0.3 0.1 -0.53
C -4.098 -2.778 6.121 0.2 -0.1 0.1 0.89
F -2.984 -3.242 5.549 0.1 0.0 -0.1 -0.25
F -4.608 -3.755 6.876 -0.1 -0.1 0.0 -0.28
F -3.774 -1.766 6.917 0.1 0.2 0.1 -0.17
H -4.760 -2.412 1.619 -0.1 -0.1 -0.1 0.24
H -6.411 -1.884 1.258 0.0 0.0 0.0 0.44
H -5.445 -1.034 2.469 -0.1 0.0 0.0 0.33
H -6.458 -3.912 2.664 0.1 -0.1 0.1 0.34
H -7.120 -2.563 3.571 0.1 0.1 0.1 0.34
C -3.535 1.722 7.530 0.1 0.2 0.2 -1.15
C -4.894 1.466 8.141 0.1 -0.3 -0.5 -0.14
O -5.002 2.052 9.455 0.0 -0.1 0.1 -0.32
C -5.253 3.349 9.493 0.0 -0.3 -0.1 0.31
O -5.399 4.079 8.562 -0.1 0.3 -0.1 -0.51
C -5.376 3.804 10.957 0.1 0.1 0.1 0.92
F -4.383 3.311 11.702 0.1 0.0 0.1 -0.25
F -6.535 3.378 11.471 -0.1 -0.1 0.0 -0.25
F -5.343 5.126 11.039 0.0 0.2 0.0 -0.24
H -2.746 1.370 8.196 0.0 -0.1 0.0 0.31
H -3.449 1.205 6.577 0.0 -0.1 0.0 0.32
H -3.369 2.786 7.363 -0.1 0.0 -0.1 0.41
H -5.050 0.400 8.284 0.0 0.0 0.2 0.25
H -5.697 1.833 7.504 0.0 0.2 0.1 0.33
C 1.650 0.252 -10.666 0.0 0.1 -0.3 -1.16
C 1.278 -1.214 -10.661 0.2 0.2 0.4 0.00
O 0.455 -1.551 -11.795 -0.1 -0.1 0.1 -0.36
C 1.091 -1.737 -12.938 0.0 0.0 0.2 0.32
O 2.265 -1.658 -13.126 0.2 0.0 -0.2 -0.51
C 0.080 -2.127 -14.030 -0.1 0.0 -0.1 0.91
F -0.991 -1.330 -14.004 -0.1 0.1 0.0 -0.25
F -0.332 -3.385 -13.842 0.0 -0.1 0.0 -0.25
F 0.634 -2.043 -15.231 0.1 0.0 -0.1 -0.24
H 0.754 0.871 -10.716 0.0 0.0 0.1 0.33
H 2.203 0.502 -9.762 0.0 0.0 0.0 0.35
H 2.267 0.497 -11.529 0.1 0.0 0.0 0.33
H 0.679 -1.444 -9.784 -0.2 -0.1 -0.1 0.18
H 2.159 -1.853 -10.637 0.0 0.0 -0.2 0.33
C 3.604 5.034 -3.275 0.3 0.1 0.1 -1.29
C 3.575 4.077 -2.104 -0.5 0.0 -0.3 0.14
O 4.875 3.953 -1.491 0.1 -0.2 0.0 -0.29
C 5.223 4.921 -0.661 -0.2 -0.2 -0.2 0.31
O 4.585 5.882 -0.365 0.0 0.3 0.1 -0.51
C 6.600 4.595 -0.060 0.2 0.1 -0.1 0.89
F 7.466 4.203 -0.997 0.0 -0.1 -0.1 -0.25
F 6.467 3.595 0.824 0.1 0.0 0.1 -0.24
F 7.116 5.643 0.563 0.0 0.1 0.1 -0.24
H 4.364 4.730 -3.996 -0.1 -0.1 0.0 0.34
H 2.635 5.051 -3.771 0.0 0.0 0.0 0.39
H 3.843 6.045 -2.951 -0.1 0.0 0.0 0.35
H 3.318 3.074 -2.436 0.2 -0.1 0.1 0.04
H 2.841 4.375 -1.357 0.1 0.1 0.1 0.37

---

17
Properties=species:S:1:pos:R:3:forces:R:3:nbo_charge:R:1 method="wB97M-V/def2-TZVPD" homo_lumo_gap_ev=9.462 max_force_ev_per_a=3.27 spin_multiplicity=1 energy_ev=-7418.117 lumo_energy_ev=1.0
C -2.361 0.096 -2.113 -0.9 0.6 -1.9 -0.47
C -1.539 -0.157 -1.178 -0.2 0.8 0.4 0.10
C -0.901 -0.076 -0.068 2.5 -0.7 1.2 -0.13
C -1.661 -0.015 1.196 -1.6 2.3 1.7 -0.62
C 0.603 -0.261 -0.119 0.1 0.2 0.0 -0.19
C 1.588 0.139 0.730 -2.5 -1.2 -0.8 -0.19
C 3.066 -0.016 0.444 -0.9 -0.6 -1.5 -0.64
H -2.531 1.065 -2.573 0.2 0.2 0.4 0.22
H -2.890 -0.676 -2.588 -0.7 -1.1 -0.6 0.21
H -1.242 0.787 1.907 -0.7 -0.8 -1.2 0.21
H -1.528 -0.909 1.781 -0.2 -0.6 0.1 0.22
H -2.813 0.206 1.037 2.5 -0.5 0.3 0.23
H 0.820 -0.746 -1.078 0.6 0.2 0.3 0.20
H 1.185 0.645 1.632 0.9 -0.3 -0.3 0.20
H 3.342 1.003 0.626 1.5 0.4 0.0 0.22
H 3.248 -0.305 -0.656 -0.4 0.7 1.6 0.21
H 3.614 -0.780 1.020 -0.3 0.7 0.2 0.22

---

33
Properties=species:S:1:pos:R:3:forces:R:3:nbo_charge:R:1 method="wB97M-V/def2-TZVPD" homo_lumo_gap_ev=6.159 max_force_ev_per_a=4.29 spin_multiplicity=1 energy_ev=-94351.740 lumo_energy_ev=-1.2
C 0.785 -0.003 -2.235 -0.9 -0.8 0.0 -0.34
C 1.885 0.794 -2.456 2.6 1.4 -1.0 0.20
N 2.862 1.389 -2.739 -1.9 -0.9 0.8 -0.36
N -0.492 0.499 -2.404 0.6 0.0 -0.1 -0.21
C -1.567 -0.360 -2.505 -0.1 0.6 0.0 -0.02
C -2.853 0.133 -2.580 0.3 0.1 0.1 -0.20
C -3.082 1.509 -2.595 -0.3 0.1 0.1 -0.24
C -1.984 2.360 -2.576 0.3 -0.1 0.1 -0.20
C -0.700 1.859 -2.495 -0.5 -0.2 -0.1 -0.03
H 0.916 -1.082 -2.256 -0.3 0.3 0.1 0.22
H -1.334 -1.419 -2.533 0.0 0.2 0.1 0.22
H -3.678 -0.572 -2.606 0.1 0.1 -0.1 0.23
H -4.097 1.906 -2.609 0.3 -0.1 -0.1 0.23
H -2.091 3.441 -2.607 -0.1 -0.2 0.0 0.23
H 0.177 2.501 -2.519 -0.1 -0.4 0.2 0.25
Br -2.984 -2.968 3.759 0.0 0.0 0.1 0.08
C -1.505 -1.986 3.127 0.7 0.8 -0.4 -0.08
C -1.494 -0.581 3.251 0.1 -0.7 -0.1 -0.24
C -0.431 0.143 2.718 0.7 -0.3 -0.2 -0.15
C 0.649 -0.510 2.070 -0.9 -1.0 0.2 -0.12
C 1.756 0.238 1.515 1.6 -0.2 -0.2 -0.08
C 2.967 -0.292 1.160 -2.0 -0.8 0.7 -0.13
N 4.008 0.592 0.841 1.8 3.9 -0.5 0.47
O 5.145 0.225 0.469 -2.7 0.1 0.8 -0.35
O 3.700 1.816 1.008 1.4 -2.3 -0.7 -0.41
C 0.633 -1.920 1.997 -0.4 0.4 0.4 -0.15
C -0.436 -2.653 2.514 -0.1 0.2 0.1 -0.24
H -2.311 -0.078 3.762 0.2 -0.1 -0.1 0.23
H -0.376 1.224 2.860 -0.2 -0.3 -0.2 0.22
H 1.645 1.324 1.459 0.1 -0.4 0.0 0.26
H 3.234 -1.351 1.180 0.0 0.5 -0.1 0.22
H 1.495 -2.438 1.579 -0.4 0.0 0.0 0.22
H -0.441 -3.740 2.446 0.0 0.3 0.0 0.23